Record 1
The following is a quantum chemistry calculation of a 2-piece molecular cluster, C6H14N2O2 overall, from the Open Molecules 2025 dataset.

Calculated values
Structure (SMILES)   CNC(C)=O.CNC(C)=O
Net charge   0
2S+1   1
HOMO level   -0.3264 Ha

Each line ends with the Mulliken charge.
CARTESIAN COORDINATES (ANGSTROEM)
C -2.935 0.559 0.660  -1.06
C -0.528 3.507 0.745  -0.87
C -1.701 1.374 0.442  0.68
O -0.656 0.861 0.039  -0.70
N -1.681 2.647 0.878  -0.18
H -2.724 -0.472 0.916  0.27
H -2.570 3.092 1.033  0.26
H -0.911 4.512 0.579  0.33
H -3.529 0.954 1.482  0.36
H -3.522 0.579 -0.256  0.27
H 0.056 3.469 1.665  0.26
H 0.124 3.184 -0.057  0.30
C 1.273 -1.216 -2.370  -0.96
C 1.350 -2.061 1.291  -0.82
C 1.742 -2.083 -0.172  0.65
O 2.626 -2.791 -0.621  -0.66
N 0.939 -1.345 -0.982  -0.07
H 0.257 -0.718 -0.575  0.35
H 2.351 -1.070 -2.531  0.29
H 2.068 -1.423 1.804  0.25
H 1.107 -2.158 -2.883  0.28
H 0.756 -0.400 -2.867  0.34
H 0.409 -1.525 1.444  0.16
H 1.377 -3.068 1.681  0.30

---

Record 2
The following is a quantum chemistry calculation of a 2-piece molecular cluster, C6H14N2O2 overall, from the Open Molecules 2025 dataset.

Calculated values
Structure (SMILES)   CNC(C)=O.CNC(C)=O
Net charge   0
2S+1   1
HOMO level   -0.3348 Ha

Each line ends with the Mulliken charge.
CARTESIAN COORDINATES (ANGSTROEM)
C -2.213 -1.080 1.934  -1.21
C 1.528 -1.642 1.961  -0.73
C -0.790 -0.831 1.578  0.72
O -0.459 0.170 0.955  -0.68
N 0.071 -1.727 2.133  -0.21
H -2.793 -0.236 1.597  0.35
H -0.277 -2.628 2.398  0.24
H 1.967 -1.388 2.929  0.26
H -2.401 -2.128 1.745  0.36
H -2.421 -0.852 2.990  0.30
H 1.905 -2.608 1.602  0.34
H 1.757 -0.974 1.139  0.17
C -1.337 1.120 -2.745  -0.92
C 1.983 1.519 -0.998  -0.71
C 0.963 1.600 -2.101  0.68
O 1.258 1.784 -3.260  -0.62
N -0.386 1.558 -1.709  -0.28
H -0.567 1.025 -0.865  0.39
H -0.830 1.209 -3.725  0.35
H 1.510 1.134 -0.077  0.07
H -1.531 0.062 -2.616  0.28
H -2.238 1.718 -2.774  0.28
H 2.750 0.794 -1.345  0.25
H 2.547 2.402 -0.745  0.30

---

Record 3
The following is a quantum chemistry calculation of one molecule with the formula C6H14N2O2, from the Open Molecules 2025 dataset.

Calculated values
Structure (SMILES)   NCCCC[C@H](N)C(=O)O
Net charge   0
2S+1   1
HOMO level   -0.3198 Ha

Each line ends with the Mulliken charge.
CARTESIAN COORDINATES (ANGSTROEM)
C -0.022 -0.189 1.251  0.35
C -0.781 -1.284 1.872  0.39
C 0.865 -0.606 0.105  -1.11
C 1.447 0.413 -0.833  -0.69
C 0.404 1.283 -1.551  -0.55
C -0.739 0.471 -2.290  -0.62
H 1.142 1.355 1.609  0.25
H 0.275 1.172 2.976  0.27
H -0.858 0.358 0.691  0.37
H 1.789 -1.211 0.518  0.35
H 0.279 -1.317 -0.484  0.57
H 2.203 -0.223 -1.363  0.28
H 2.091 1.075 -0.253  0.43
H 1.022 1.940 -2.193  0.38
H -0.040 2.019 -0.853  0.30
H -1.191 1.076 -3.091  0.43
H -0.119 -0.324 -2.704  0.30
H -1.153 -0.669 -0.647  -0.12
H -2.431 -0.669 -1.831  0.20
H -1.195 -1.718 3.676  0.34
N 0.789 0.600 2.206  -0.76
N -1.667 -0.222 -1.379  -0.36
O -1.567 -2.048 1.384  -0.60
O -0.545 -1.282 3.184  -0.42

---

Record 4
The following is a quantum chemistry calculation of a 2-piece molecular cluster, C6H14N2O2PS overall, from the Open Molecules 2025 dataset.

Calculated values
Net charge   +1
2S+1   1
HOMO level   -0.5094 Ha

Each line ends with the Mulliken charge.
CARTESIAN COORDINATES (ANGSTROEM)
C 0.431 -1.240 -1.355  -0.54
C -0.246 -0.386 -2.115  -0.23
N -1.421 -0.828 -2.897  -0.28
P -2.990 -1.119 -1.859  0.79
O -3.954 -0.107 -2.586  -0.46
O -3.485 -2.487 -2.449  -0.46
S -2.722 -0.939 -0.018  -0.18
H 0.774 -0.880 -0.391  0.19
H 0.663 -2.265 -1.630  0.27
H 0.021 0.652 -2.263  0.35
H -1.186 -1.657 -3.452  0.41
H -1.663 -0.103 -3.578  0.38
H -3.836 0.799 -2.269  0.39
H -2.829 -3.117 -2.763  0.36
C 1.493 0.165 3.419  -1.08
C 1.875 1.609 3.125  -0.42
C 1.790 1.950 1.633  -0.30
C 2.734 1.163 0.835  0.19
N 3.491 0.540 0.238  -0.44
H 2.171 -0.533 2.924  0.35
H 1.537 -0.037 4.489  0.33
H 0.475 -0.048 3.083  0.25
H 2.886 1.808 3.484  0.31
H 1.209 2.285 3.663  0.31
H 2.005 3.006 1.467  0.30
H 0.777 1.768 1.265  0.23

---

Record 5
The following is a quantum chemistry calculation of one molecule with the formula C6H14N2O2S, from the Open Molecules 2025 dataset.

Calculated values
Net charge   0
2S+1   1
HOMO level   -0.3339 Ha

Each line ends with the Mulliken charge.
CARTESIAN COORDINATES (ANGSTROEM)
C -2.610 0.081 -0.270  -1.69
C -1.205 -1.926 -0.355  -1.58
C -2.116 -1.199 1.800  -1.52
C 3.110 1.696 -1.855  -1.19
C 2.048 1.238 0.484  -0.58
C -1.565 -0.711 0.513  1.45
N -0.335 1.185 0.798  -0.29
N -0.305 -0.056 0.775  0.09
O 0.857 1.852 0.609  -0.23
O 3.467 -0.652 -0.665  -0.66
S 2.310 0.153 -0.973  0.63
H -2.848 0.958 0.249  0.45
H -2.254 0.309 -1.280  0.39
H -3.434 -0.560 -0.312  0.49
H -2.102 -2.338 -0.760  0.44
H -0.695 -2.796 0.308  0.28
H -0.660 -1.518 -1.133  0.46
H -2.469 -0.445 2.609  0.30
H -2.923 -1.950 1.595  0.35
H -1.410 -1.872 2.310  0.43
H 4.105 1.702 -1.475  0.40
H 2.504 2.523 -1.814  0.38
H 3.337 1.595 -2.923  0.34
H 2.389 0.714 1.377  0.38
H 2.802 2.018 0.387  0.48

---

Relative energy (zero: lowest compared OMol25 entry of this formula, charge and spin): 11.4; 24.7; 57.1; 0.0; 108.5 (kcal/mol)
Kohn-Sham gap: 9.40; 9.64; 9.49; 9.89; 9.86 (eV)